## one
Molecular formula: C5H8ClNO
Method: DFT, ωB97M-V with the def2-TZVPD basis set

Element x y z (Å)
C (1.12667, 0.05396, 1.20915)
C (-0.08164, -0.85139, 0.80214)
C (-1.26626, -0.03988, 0.22041)
C (-0.93954, 0.80276, -1.05562)
C (0.38014, 0.20619, -1.58096)
H (0.88793, 1.04878, 1.90452)
H (1.49243, 0.42866, 0.30469)
H (-0.55554, -1.69961, 1.47220)
H (-1.96524, -0.95763, 0.02925)
H (-1.48169, 0.67565, 1.15881)
H (-1.80960, 0.96571, -1.57069)
H (-0.67976, 1.87558, -0.78876)
H (1.18220, 0.79269, -2.50315)
N (0.93099, -0.85010, -1.24834)
O (0.31903, -1.71842, -0.31816)
Cl (2.45990, -0.73295, 1.96450)

Summary:
LUMO level = 0.709 eV
highest occupied orbital energy = -9.303 eV
net charge = 0


## two
Molecular formula: C5H8ClNO
Method: DFT, ωB97M-V with the def2-TZVPD basis set

Element x y z (Å)
C (1.17075, 1.19199, 0.94708)
C (-0.96457, 0.60830, -1.31211)
C (1.74049, -1.85230, -0.21518)
C (-1.08149, 0.18986, 0.14501)
C (0.21368, 0.24479, 1.04920)
N (1.93118, 2.02910, 0.82948)
O (-2.18244, 0.80699, 0.74427)
Cl (-0.07823, -0.50162, 2.55744)
H (-0.77646, 1.62551, -1.32472)
H (-1.85090, 0.41501, -1.88122)
H (-0.13371, 0.18661, -1.95359)
H (1.39186, -1.46836, -1.08866)
H (1.46285, -2.79830, 0.18174)
H (2.60992, -1.29793, -0.10777)
H (-1.44264, -0.78341, 0.00195)
H (-2.01028, 1.40376, 1.42708)

Summary:
LUMO level (spin up / spin down) = -0.263 / -1.512 eV
highest occupied orbital energy (spin up / spin down) = -9.197 / -9.310 eV
net charge = 0


Q: Which of them is the most stable? A: one.


## one
Molecular formula: C17H27N5O3
Method: DFT, ωB97M-V with the def2-TZVPD basis set

Element x y z (Å)
C (-5.98781, -2.77489, 3.75212)
C (-5.08481, -3.14214, 2.58184)
C (-3.97409, -2.12253, 2.36661)
C (-3.07810, -2.49712, 1.19530)
N (-2.03348, -1.51466, 0.96714)
C (-0.81094, -1.42824, 1.53111)
C (-0.28074, -0.27214, 1.01895)
C (1.05851, 0.36504, 1.28609)
C (2.10942, -0.70180, 1.61954)
C (0.99951, 1.25052, 2.54819)
O (0.27621, 2.44188, 2.40113)
C (0.91196, 3.24235, 1.42450)
C (0.87392, 2.56384, 0.07726)
N (1.46065, 1.21277, 0.14128)
C (1.80198, 0.58532, -1.02494)
O (1.87030, -0.62421, -1.14032)
C (2.20138, 1.48601, -2.20096)
O (1.04156, 2.14083, -2.74341)
N (1.18397, 2.20512, -4.13939)
C (2.14861, 1.46278, -4.49912)
C (2.51356, 1.30849, -5.93353)
C (2.80348, 0.72097, -3.36521)
C (4.32366, 0.69210, -3.38121)
N (-1.20113, 0.27315, 0.18585)
N (-2.25519, -0.48085, 0.16038)
H (-6.77831, -3.51215, 3.89260)
H (-5.41785, -2.71432, 4.68123)
H (-6.45997, -1.80442, 3.58969)
H (-4.64480, -4.12993, 2.75129)
H (-5.68061, -3.22397, 1.66794)
H (-4.40142, -1.13475, 2.17599)
H (-3.36704, -2.03615, 3.27309)
H (-2.59839, -3.46286, 1.36143)
H (-3.65318, -2.55921, 0.27224)
H (-0.43044, -2.17786, 2.20241)
H (1.94666, -1.05097, 2.64279)
H (2.06508, -1.54505, 0.94102)
H (3.10607, -0.26235, 1.57171)
H (0.52482, 0.67652, 3.34329)
H (2.03280, 1.48094, 2.84734)
H (0.37059, 4.18568, 1.37510)
H (1.94799, 3.44322, 1.73293)
H (-0.15788, 2.49210, -0.26744)
H (1.43073, 3.16451, -0.63810)
H (2.90386, 2.25626, -1.85230)
H (2.43576, 0.26057, -6.23147)
H (1.85232, 1.90643, -6.55603)
H (3.54515, 1.62074, -6.10544)
H (2.42155, -0.30507, -3.35604)
H (4.69887, 0.16095, -4.25648)
H (4.73707, 1.70295, -3.39137)
H (4.69819, 0.17559, -2.49667)

Summary:
LUMO level = 0.777 eV
highest occupied orbital energy = -9.064 eV
net charge = 0
SMILES string = CCCCn1cc([C@]2(C)COCCN2C(=O)[C@@H]2ON=C(C)[C@H]2C)nn1


## two
Molecular formula: C17H27N5O3
Method: DFT, ωB97M-V with the def2-TZVPD basis set

Element x y z (Å)
C (0.81331, -3.89100, 5.49681)
C (1.27598, -3.94333, 4.04667)
C (0.27699, -3.29661, 3.09663)
C (0.74965, -3.35500, 1.65207)
N (-0.20441, -2.75720, 0.73368)
C (-0.33850, -1.46353, 0.37485)
C (-1.43216, -1.44912, -0.45419)
C (-2.10497, -0.26540, -1.10346)
C (-3.02938, 0.44234, -0.10329)
C (-3.02787, -0.71221, -2.25173)
O (-2.37382, -1.21436, -3.39122)
C (-1.50466, -0.23517, -3.91401)
C (-0.45028, 0.11796, -2.89469)
N (-1.05871, 0.63722, -1.66343)
C (-0.39649, 1.52675, -0.87594)
O (-0.59994, 1.67404, 0.31683)
C (0.68326, 2.37469, -1.56814)
O (1.83017, 1.53688, -1.80940)
N (2.99401, 2.28264, -1.53764)
C (2.67243, 3.36956, -0.96829)
C (3.70500, 4.35618, -0.54608)
C (1.19733, 3.52122, -0.71440)
C (0.61008, 4.88016, -1.06483)
N (-1.91510, -2.71753, -0.52728)
N (-1.16210, -3.50157, 0.18019)
H (1.53626, -4.36009, 6.16424)
H (0.67514, -2.85897, 5.82472)
H (-0.14037, -4.40753, 5.61937)
H (2.24486, -3.44342, 3.95004)
H (1.43594, -4.98357, 3.74748)
H (-0.69079, -3.80042, 3.16673)
H (0.11432, -2.25233, 3.38073)
H (1.69956, -2.83255, 1.53000)
H (0.88234, -4.38680, 1.32809)
H (0.32879, -0.68966, 0.71297)
H (-3.90484, -0.19709, 0.02949)
H (-2.55535, 0.60316, 0.85625)
H (-3.35712, 1.40461, -0.49876)
H (-3.66637, -1.50877, -1.87868)
H (-3.64154, 0.15731, -2.52881)
H (-1.03972, -0.65904, -4.80266)
H (-2.07393, 0.66211, -4.19922)
H (0.12287, -0.78529, -2.65980)
H (0.24896, 0.84391, -3.29632)
H (0.31921, 2.75569, -2.53008)
H (3.54175, 4.65267, 0.49154)
H (4.70130, 3.93385, -0.65055)
H (3.64214, 5.25984, -1.15615)
H (1.00092, 3.29962, 0.33925)
H (1.04004, 5.66655, -0.44398)
H (0.79302, 5.13157, -2.11156)
H (-0.46721, 4.87704, -0.89403)

Summary:
LUMO level = 0.728 eV
highest occupied orbital energy = -9.211 eV
net charge = 0
SMILES string = CCCCn1cc([C@]2(C)COCCN2C(=O)[C@@H]2ON=C(C)[C@H]2C)nn1


Q: Which of them is the most stable? A: two.


## one
Molecular formula: C7H13N2OS
Method: DFT, ωB97M-V with the def2-TZVPD basis set

Element x y z (Å)
C (4.76454, -0.99670, -0.27362)
C (5.19174, 0.25878, -0.04951)
C (2.69800, -0.04411, 0.08754)
C (-4.49740, 0.43297, 0.49681)
C (-2.46565, 1.11686, -0.97636)
C (1.37235, 0.14739, 0.11313)
C (-3.03812, 0.35615, 0.15992)
N (3.41539, -1.26526, 0.00514)
N (-2.37254, -0.55763, 0.81086)
O (0.48114, -0.89085, 0.14541)
S (3.82635, 1.35016, 0.26984)
H (5.47051, -1.82467, -0.58033)
H (6.10617, 0.76648, -0.16351)
H (-4.96623, 0.71107, -0.38255)
H (-4.96031, -0.54124, 0.76671)
H (-4.62292, 1.07845, 1.24847)
H (2.87022, -1.92395, -0.53542)
H (-3.20371, 1.47497, -1.56558)
H (-1.79794, 0.51159, -1.47967)
H (-1.76792, 1.99879, -0.62063)
H (-1.36866, -0.66728, 0.48821)
H (-2.79300, -0.90826, 1.65764)
H (0.87517, 1.17704, 0.12481)
H (0.78281, -1.76077, 0.25269)

Summary:
LUMO level = -4.259 eV
highest occupied orbital energy = -9.724 eV
net charge = +1


## two
Molecular formula: C7H13N2OS
Method: DFT, ωB97M-V with the def2-TZVPD basis set

Element x y z (Å)
C (2.94001, -0.79213, -0.67277)
C (2.07610, 0.26920, -0.33700)
C (2.60903, -0.83575, 1.68149)
C (2.81515, 1.60876, -0.71971)
C (-5.28914, -0.28163, -1.03964)
C (-1.99115, -0.23298, 0.54020)
C (-2.97571, -0.52948, -0.29943)
N (2.85814, 0.51895, 1.95021)
N (1.73498, 0.12257, 1.11687)
O (-4.26328, -0.15875, 0.01533)
S (3.73398, -1.73507, 0.46875)
H (3.28419, -0.90426, -1.61703)
H (2.23261, -1.54040, 2.42683)
H (3.62814, 1.76573, 0.10830)
H (2.15582, 2.42063, -0.76389)
H (3.44428, 1.55428, -1.63049)
H (-5.80174, 0.72804, -1.07387)
H (-5.91801, -1.21995, -0.63165)
H (-4.93921, -0.46477, -2.04270)
H (-2.33507, -0.13391, 1.56838)
H (-0.92870, -0.26166, 0.39111)
H (-2.79039, -0.83066, -1.41996)
H (1.18884, 0.09462, -0.92755)
H (2.53111, 0.83864, 2.90822)

Summary:
LUMO level = -6.279 eV
highest occupied orbital energy = -10.953 eV
net charge = +1


Q: Which of them is the most stable? A: one.


## one
Molecular formula: C8H11F3N3NiO9P2S
Method: DFT, ωB97M-V with the def2-TZVPD basis set

Element x y z (Å)
Ni (-0.45752, -0.58830, 0.85665)
F (-3.09916, 4.61200, 0.33094)
C (-1.80900, 4.82569, 0.63022)
F (-1.18079, 5.17423, -0.50209)
F (-1.79496, 5.93865, 1.41472)
C (-1.16854, 3.66227, 1.33819)
C (-0.62500, 3.86730, 2.58119)
C (-0.01322, 2.81942, 3.26414)
C (-0.02419, 1.59177, 2.65151)
N (-0.56574, 1.36117, 1.45241)
C (-1.11245, 2.37472, 0.71411)
S (-1.66296, 2.07046, -0.86009)
H (-0.67016, 4.85108, 3.02649)
H (0.43835, 2.95542, 4.23519)
H (0.42155, 0.73160, 3.14414)
N (2.44165, -2.89838, -2.22801)
C (1.17105, -2.39218, -1.54827)
C (-0.03305, -2.93218, -2.30119)
P (1.38020, -0.52848, -1.56931)
O (0.16291, 0.07054, -2.36045)
O (2.67137, -0.35612, -2.30735)
O (1.30041, -0.09632, -0.11232)
P (1.30368, -3.06536, 0.17980)
O (2.70481, -2.37412, 0.61881)
O (1.53795, -4.51948, 0.04736)
O (0.17492, -2.49557, 1.00291)
H (2.92670, -2.00615, -2.52777)
H (2.21603, -3.50704, -3.00895)
H (3.01485, -3.41918, -1.56110)
H (-0.02793, -2.59222, -3.34035)
H (-0.94954, -2.56465, -1.84424)
H (-0.03817, -4.02429, -2.26126)
H (-0.45396, 0.64455, -1.82626)
H (2.55909, -1.41115, 0.67962)
O (-3.81229, -1.93977, 0.30402)
N (-2.72354, -1.46240, 0.49415)
O (-1.91733, -1.20222, -0.45753)
O (-2.28599, -1.17532, 1.64996)

Summary:
LUMO level (spin up / spin down) = 2.680 / 2.677 eV
expectation value of S² = 2.00
highest occupied orbital energy (spin up / spin down) = -5.047 / -5.038 eV
net charge = -1
multiplicity = 3


## two
Molecular formula: C8H11F3N3NiO9P2S
Method: DFT, ωB97M-V with the def2-TZVPD basis set

Element x y z (Å)
Ni (-0.43343, -0.59195, 0.79464)
F (-2.64279, 4.91050, 0.00430)
C (-1.38604, 4.88478, 0.47799)
F (-0.55511, 5.06790, -0.55576)
F (-1.26472, 6.00287, 1.24678)
C (-1.08206, 3.64795, 1.28118)
C (-0.81958, 3.79252, 2.62078)
C (-0.53304, 2.67825, 3.40650)
C (-0.50638, 1.46245, 2.77107)
N (-0.74564, 1.30060, 1.46600)
C (-1.08221, 2.35339, 0.66845)
S (-1.52424, 2.10476, -0.95138)
H (-0.83601, 4.77826, 3.06381)
H (-0.33728, 2.75673, 4.46519)
H (-0.29491, 0.55265, 3.32385)
N (2.39827, -2.88247, -2.41464)
C (1.21825, -2.34442, -1.63267)
C (-0.07287, -2.93914, -2.17074)
P (1.37959, -0.49431, -1.71671)
O (0.15973, 0.00237, -2.59279)
O (2.71072, -0.30586, -2.36545)
O (1.17715, 0.00423, -0.29194)
P (1.54896, -2.91874, 0.09724)
O (2.86746, -2.08550, 0.49959)
O (1.94303, -4.34329, -0.03044)
O (0.36658, -2.45238, 0.90848)
H (3.05085, -2.06649, -2.47847)
H (2.11701, -3.16086, -3.35179)
H (2.76468, -3.70150, -1.90961)
H (-0.22071, -2.66066, -3.21748)
H (-0.92126, -2.55309, -1.60922)
H (-0.06339, -4.02698, -2.06793)
H (-0.41407, 0.62013, -2.05779)
H (2.64326, -1.13913, 0.55213)
O (-3.76385, -2.12407, 0.98506)
N (-2.68916, -1.58096, 0.94754)
O (-2.13483, -1.24715, -0.15127)
O (-2.02196, -1.30139, 1.98551)

Summary:
LUMO level (spin up / spin down) = 2.593 / 2.593 eV
expectation value of S² = 2.00
highest occupied orbital energy (spin up / spin down) = -4.983 / -4.972 eV
net charge = -1
multiplicity = 3


Q: Which of them is the most stable? A: two.